Record 1
20
Properties=species:S:1:pos:R:3:forces:R:3 method="wB97M-V/def2-TZVPD" homo_energy_ev=-8.4720 orbital_gap_ha=0.3283 relative_energy_ev=3.954 total_energy_ev=-19231.8825 spin_multiplicity=1
C 0.09127 0.66819 0.05943 -0.604 2.066 1.849
C -0.53216 -0.45147 0.36122 -4.879 -1.558 3.833
C 1.15149 -0.60963 -1.40829 -0.677 0.168 0.957
C 0.57912 3.04043 0.17230 -1.727 2.316 3.106
C -2.58735 -1.68773 2.29010 1.041 -0.653 -0.088
C -0.13932 2.02632 0.65681 -0.739 0.231 -0.700
C -2.19752 -0.64226 1.61394 3.574 1.219 -2.252
C 2.11053 -0.88076 -2.45539 1.535 -1.258 -0.298
N 1.11793 0.54191 -0.85246 0.355 0.404 -1.128
P -0.14906 -1.73703 -0.72517 -0.474 -0.046 -1.899
H 0.48290 4.09741 0.66514 0.095 -2.065 -1.278
H 1.24730 2.88307 -0.59332 1.634 -0.160 -1.413
H -3.33822 -1.69338 3.05777 -0.498 0.377 -0.016
H -2.03020 -2.60202 2.21586 0.048 -0.487 -0.194
H -1.01735 2.27482 1.31939 1.292 -0.873 -0.424
H -2.54367 0.35469 1.72808 -0.477 0.570 -0.083
H 2.60805 -1.82259 -2.15793 0.139 0.260 -0.449
H 2.85828 -0.09116 -2.51692 -0.083 0.014 0.039
H 1.69386 -1.04940 -3.44021 -0.345 -0.006 -0.138
H 0.59412 -2.61941 0.00965 0.791 -0.521 0.577


Record 2
20
Properties=species:S:1:pos:R:3:forces:R:3 method="wB97M-V/def2-TZVPD" total_charge=+1 homo_energy_ev=-12.9907 orbital_gap_ha=0.2511 relative_energy_ev=2.415 total_energy_ev=-20773.7528 spin_multiplicity=1
C 0.78142 3.26236 -0.48775 0.385 0.657 3.221
C 1.02106 2.37643 -1.47326 1.516 0.209 -2.233
C 0.23721 2.73757 0.72133 0.305 1.198 0.127
C 0.62617 1.04791 -1.33960 0.874 -0.096 -1.239
C 0.02085 1.39812 0.81332 -0.352 -0.457 1.225
C -1.09454 -3.21170 -0.95274 0.134 1.841 -3.648
C -1.04402 -2.88427 0.29818 -1.772 -1.353 3.009
C 0.01778 -2.12947 0.79327 1.354 2.135 2.000
N 0.19554 0.59348 -0.18915 -0.263 -2.260 -1.548
S 0.11389 -1.57544 2.39710 -1.353 -0.449 -0.652
H 1.28348 4.25445 -0.44027 -0.913 -0.669 -0.397
H 1.71841 2.73049 -2.27968 -1.231 -0.703 0.365
H 0.11336 3.29726 1.64361 0.031 0.387 -0.391
H 0.80324 0.33557 -2.17952 -0.238 0.531 0.823
H -0.21937 0.81274 1.71685 -0.150 1.191 0.037
H -1.96923 -3.69578 -1.37900 0.527 -0.331 -0.138
H -0.41149 -2.57115 -1.56160 -0.403 -1.434 -0.270
H -1.86789 -3.32796 0.93147 1.299 0.900 -0.062
H 0.91385 -1.71231 0.27252 -0.902 -1.089 -0.223
H -1.23972 -1.73830 2.69491 1.151 -0.210 -0.007


Record 3
19
Properties=species:S:1:pos:R:3:forces:R:3 method="wB97M-V/def2-TZVPD" homo_energy_ev="-7.7246 / -7.9858" orbital_gap_ha="0.2619 / 0.2884" relative_energy_ev=7.093 total_energy_ev=-10498.5105 spin_multiplicity=1
C -0.68450 -1.74622 -0.20087 4.546 1.084 -2.226
C -0.71547 0.50213 0.59436 -2.744 2.156 1.882
C -1.39378 -0.53079 0.03663 0.135 -2.579 -1.558
C 1.13349 -1.17343 -0.59821 -4.223 -0.849 0.669
C 0.62705 0.64866 1.16942 1.661 -1.182 -1.799
C 1.55996 0.10229 -0.02409 0.457 0.721 1.602
C -2.85931 -0.60546 -0.39661 -1.562 1.268 0.510
C 2.51104 1.10298 -0.67305 0.940 -0.137 2.182
O 2.07958 -1.22919 0.30517 1.356 -0.379 0.437
H -0.85345 -2.55894 -0.96324 -0.578 0.962 1.209
H -1.31136 1.34727 0.98553 -0.329 -0.246 -0.962
H 0.84656 1.67732 1.49419 -0.064 -0.261 -0.584
H 0.71140 0.04939 2.07997 0.341 -0.350 -0.219
H -3.13422 -1.20881 -1.30588 1.043 0.351 0.871
H -3.24634 0.43641 -0.65273 0.308 -1.223 0.684
H -3.47280 -1.05621 0.44952 0.582 0.780 -0.978
H 3.19041 0.75198 -1.46705 -0.630 -0.102 0.343
H 3.14086 1.60573 0.15500 -0.732 -0.951 -1.177
H 1.87089 1.88489 -0.98806 -0.506 0.938 -0.886


Record 4
22
Properties=species:S:1:pos:R:3:forces:R:3 method="wB97M-V/def2-TZVPD" total_charge=-1 homo_energy_ev=-4.6784 orbital_gap_ha=0.3050 relative_energy_ev=0.000 total_energy_ev=-23890.8061 spin_multiplicity=1
C -0.54524 1.38754 1.03227 1.269 -0.654 3.083
C -0.17259 1.79372 -0.25552 -2.849 -0.746 -0.846
C -1.72752 0.72580 1.38634 -1.288 0.253 -3.222
C -1.08980 1.58004 -1.30150 -0.597 -1.425 0.583
C -2.64858 0.46654 0.31081 1.983 0.531 1.199
C -2.30038 0.85741 -0.97238 1.631 0.856 -0.042
C 2.34767 -0.71758 -0.87772 2.866 -1.750 -0.022
C 1.83343 -1.83339 -1.66410 -0.110 0.614 -0.791
O 1.27318 -1.06448 1.65952 -1.289 -1.542 0.482
O 0.23199 -1.02271 3.87338 -0.867 -0.586 0.521
O 1.01376 -1.73697 -2.54469 -0.213 -0.532 -0.434
P 0.24802 -1.76901 2.57343 1.959 1.870 -0.434
H 0.14658 1.38068 1.93900 -0.373 0.437 -1.701
H 0.73904 2.14298 -0.63497 1.543 0.654 0.652
H -2.00051 0.25086 2.32056 0.712 0.533 0.335
H -0.75671 1.74394 -2.37883 -0.773 -0.179 1.594
H -3.49201 -0.16071 0.55466 -0.305 0.008 -0.430
H 1.70976 -0.91567 -0.01214 0.354 0.782 1.064
H 3.45045 -1.00476 -0.65969 -1.735 0.534 0.292
H 2.36269 0.26286 -1.28109 -0.639 0.763 -0.522
H 2.21690 -2.80705 -1.30155 -0.229 -0.262 -0.154
H -2.84011 0.43996 -1.76577 -1.051 -0.157 -1.209